A 2-piece molecular cluster, CH3Cl3N2 overall, computed with the ωB97M-V functional and the def2-TZVPD basis.

* electronic energy: -1529.7693 hartree
* spin multiplicity: 3
* HOMO energy (alpha / beta): -9.039 / -10.057 eV
* expectation value of S²: 2.01
* LUMO (alpha / beta): 0.0081 / -0.0666 Eh

```
9
CH3Cl3N2, DFT the ωB97M-V functional and the def2-TZVPD basis
H 1.56 -1.05 0.57
Cl -2.54 -1.50 0.54
H 2.16 0.73 0.36
C 1.37 -0.08 0.19
N -1.58 -0.78 -0.64
Cl -2.33 0.54 -1.40
Cl -0.29 1.96 0.49
H 1.46 -0.18 -0.93
N 0.17 0.35 0.82
```